i.
{
  "formula": "C30H36ClN5O2STi",
  "method": "ωB97M-V/def2-TZVPD",
  "gap_ev": [6.3, 7.4],
  "charge": 1,
  "mol_weight_da": 614.04,
  "spin_multiplicity": 2,
  "lumo_ev": [-3.45, -3.56],
  "homo_ha": [-0.3579, -0.4019],
  "species": ["Ti", "Cl", "S", "O", "O", "N", "N", "N", "N", "N", "C", "C", "C", "C", "C", "C", "C", "C", "C", "C", "C", "C", "C", "C", "C", "C", "C", "C", "C", "C", "C", "C", "C", "C", "C", "C", "C", "C", "C", "C", "H", "H", "H", "H", "H", "H", "H", "H", "H", "H", "H", "H", "H", "H", "H", "H", "H", "H", "H", "H", "H", "H", "H", "H", "H", "H", "H", "H", "H", "H", "H", "H", "H", "H", "H", "H"],
  "positions_angstrom": [[0.0094, -0.4947, -1.1395], [2.2458, -6.0910, 2.5037], [-1.5686, 3.7622, -0.9260], [0.4532, -0.2974, 0.6233], [0.4790, -2.1455, -1.4612], [4.6542, 0.8077, -2.0793], [-2.0803, -2.4007, 0.1433], [-2.0858, -1.5528, -1.0127], [2.2267, 0.0875, -1.5687], [-1.3480, 1.2272, -0.5149], [-2.5016, 3.8327, 1.7420], [3.8207, 1.9842, -1.8713], [-1.6935, 0.9233, 5.0916], [1.4945, -3.6212, 1.7513], [2.3457, 1.5706, -1.6242], [1.4719, -5.3013, 0.0327], [1.0554, -2.6402, 0.8338], [-0.9582, 2.6490, -3.8615], [-0.4701, 0.4131, -2.9481], [-0.8260, 1.7672, -2.7916], [-0.4669, 0.8352, -5.3493], [-2.9605, 0.9432, 4.2223], [0.8457, -3.0368, -0.5201], [1.6996, -4.9158, 1.3573], [-2.8182, 3.1084, 2.8735], [-0.7648, 2.1774, -5.1484], [2.6870, -0.4647, -2.8735], [0.8422, -1.3231, 1.3250], [-4.0978, 1.6092, 5.0079], [-2.1347, 1.0629, 1.8330], [-3.3758, -0.5020, 3.9152], [-0.3159, -0.0229, -4.2667], [-2.0052, 3.1508, 0.6392], [-2.6479, 1.7147, 2.9411], [4.1256, 0.0219, -3.1871], [1.0485, -4.3650, -0.8851], [-1.8190, 1.7671, 0.6747], [3.1680, -0.4006, -0.5233], [4.6267, -0.0118, -0.8776], [-1.1846, 2.1517, -1.4277], [-0.8729, 2.8434, -5.9938], [5.2361, -0.8993, -1.0506], [3.0601, -1.4810, -0.4470], [1.6286, -6.3279, -0.2666], [-4.1971, -0.5334, 3.1961], [1.6694, -3.3388, 2.7818], [4.2215, 2.5409, -1.0236], [-1.8722, 0.3537, 6.0055], [-2.9194, -0.9699, -1.0616], [4.1392, 0.6389, -4.0863], [-2.9661, -2.8841, 0.2518], [5.0835, 0.5470, -0.0603], [3.8965, 2.6231, -2.7516], [-1.4013, 1.9366, 5.3718], [2.8759, 0.0454, 0.4252], [-0.0625, -1.0608, -4.4618], [1.9668, 1.9740, -0.6818], [-2.0930, -2.1691, -1.8197], [0.8689, -4.6422, -1.9158], [1.9965, -0.1302, -3.6409], [-1.9327, -1.8308, 0.9659], [-2.6365, 4.9057, 1.7200], [1.7066, 1.9253, -2.4310], [-3.2049, 3.6422, 3.7294], [-0.3433, 0.4589, -6.3569], [4.7930, -0.8230, -3.3588], [-2.5446, -1.0964, 3.5297], [-3.7120, -0.9871, 4.8317], [-0.8598, 0.4645, 4.5560], [-1.2355, 3.6829, -3.6909], [-4.9722, 1.7752, 4.3765], [-4.3943, 0.9649, 5.8358], [1.0301, -1.1383, 2.3808], [-3.7921, 2.5631, 5.4374], [2.6296, -1.5513, -2.8100], [-1.9664, -0.0026, 1.8602]],
  "mulliken_spin": [0.54, 0.00, 0.00, -0.04, -0.05, 0.00, 0.00, 0.01, -0.10, -0.01, 0.00, 0.00, 0.00, 0.08, 0.05, 0.11, 0.12, 0.00, 0.00, 0.00, -0.01, 0.00, 0.08, -0.04, 0.00, 0.00, 0.02, 0.26, 0.00, -0.03, 0.00, 0.01, 0.01, 0.01, 0.00, -0.04, 0.01, 0.05, 0.00, -0.02, 0.00, 0.00, 0.00, 0.01, 0.00, 0.00, 0.00, 0.00, 0.00, 0.00, 0.00, 0.00, 0.00, 0.00, -0.01, 0.00, -0.01, 0.00, 0.00, -0.01, 0.01, 0.00, 0.00, 0.00, 0.00, 0.00, 0.00, 0.00, 0.00, 0.00, 0.00, 0.00, -0.02, 0.00, 0.00, 0.02]
}

***

ii.
{
  "formula": "C30H36ClN5O2STi",
  "method": "ωB97M-V/def2-TZVPD",
  "gap_ev": [7.5, 7.4],
  "charge": 1,
  "mol_weight_da": 614.04,
  "spin_multiplicity": 2,
  "lumo_ev": [-3.35, -3.51],
  "homo_ha": [-0.3977, -0.4001],
  "species": ["Ti", "Cl", "S", "O", "O", "N", "N", "N", "N", "N", "C", "C", "C", "C", "C", "C", "C", "C", "C", "C", "C", "C", "C", "C", "C", "C", "C", "C", "C", "C", "C", "C", "C", "C", "C", "C", "C", "C", "C", "C", "H", "H", "H", "H", "H", "H", "H", "H", "H", "H", "H", "H", "H", "H", "H", "H", "H", "H", "H", "H", "H", "H", "H", "H", "H", "H", "H", "H", "H", "H", "H", "H", "H", "H", "H", "H"],
  "positions_angstrom": [[0.2416, -0.3899, 0.1414], [-1.0752, 4.3999, 5.6217], [-3.3430, -3.2482, 0.3070], [0.1070, -0.0314, 1.9940], [-0.2488, 1.6997, -0.0165], [2.4532, 0.2616, 0.1404], [-0.0813, -0.2274, -2.1008], [4.9730, 0.7511, 0.2427], [-1.7640, -1.2245, 0.1578], [-1.1194, 0.6698, -2.5162], [4.6289, 0.1951, -1.0601], [-0.5718, -3.2925, -0.1909], [-4.6916, 1.0161, 0.7418], [-0.1690, 0.7822, 4.1843], [3.0943, 0.0255, -1.1786], [-0.6139, -4.6756, -0.3556], [-1.7956, -2.5343, 0.0817], [-3.3825, 0.6476, 0.4966], [4.6220, -0.2197, 1.2745], [-3.0392, -0.7014, 0.3952], [3.1177, -0.5731, 1.1864], [4.2179, 1.9785, 0.4633], [-5.7581, 2.7140, 2.2337], [-5.1206, 2.4769, 0.8572], [0.5503, -5.3658, -0.6394], [-5.3523, -1.3282, 0.7725], [-4.0273, -1.6746, 0.5243], [-0.4469, 1.8311, 5.0263], [-0.7271, 3.1114, 4.5223], [-0.4610, 2.5289, 0.8897], [-3.9371, 3.4329, 0.7118], [-5.6632, 0.0068, 0.8825], [-0.4432, 2.2633, 2.2902], [-6.1396, 2.7934, -0.2464], [1.7602, -3.2823, -0.5841], [-0.1602, 0.9716, 2.7931], [2.6950, 1.6840, 0.4936], [-0.7249, 3.3276, 3.1737], [0.6154, -2.5360, -0.2862], [1.7394, -4.6619, -0.7584], [-6.0680, 3.7563, 2.3273], [-0.4531, 1.6793, 6.0976], [-6.6913, 0.2810, 1.0770], [-0.9504, 1.5613, -2.0683], [2.2693, 1.8552, 1.4840], [0.5308, -6.4388, -0.7731], [-6.1186, -2.0848, 0.8743], [2.9545, -1.6195, 0.9423], [-5.0488, 2.4941, 3.0341], [4.8700, 0.2027, 2.2486], [4.4614, 2.6794, -0.3362], [-0.4046, -1.1722, -2.2952], [-4.2893, 4.4618, 0.7950], [2.6005, -0.3767, 2.1247], [-3.4490, 3.3279, -0.2609], [5.2383, -1.1084, 1.1365], [-2.6160, 1.3884, 0.3551], [2.6798, 0.7674, -1.8661], [4.5450, 2.4257, 1.4023], [0.7740, -0.1023, -2.6397], [-6.6398, 2.0915, 2.3847], [-1.5506, -5.2147, -0.2700], [-7.0278, 2.1666, -0.1664], [-0.9416, 4.3116, 2.7759], [2.6568, -5.1893, -0.9878], [-6.4591, 3.8345, -0.1738], [-1.1022, 0.7882, -3.5226], [-5.7043, 2.6358, -1.2350], [2.8164, -0.9658, -1.5395], [-3.2014, 3.2683, 1.5031], [0.0418, -0.2050, 4.5721], [2.1569, 2.3078, -0.2192], [2.7248, -2.7964, -0.6930], [5.0059, 0.8527, -1.8439], [5.1366, -0.7645, -1.1626], [-0.6827, 3.5607, 0.5907]],
  "mulliken_spin": [0.98, 0.00, 0.00, 0.01, -0.01, -0.10, 0.00, 0.00, -0.04, 0.01, 0.00, 0.01, 0.01, 0.00, 0.04, 0.00, -0.02, 0.00, 0.00, 0.02, 0.02, 0.00, 0.00, 0.00, 0.00, 0.00, 0.01, 0.01, 0.00, 0.01, 0.00, 0.00, 0.04, 0.00, -0.02, 0.00, 0.03, 0.01, 0.01, 0.00, 0.00, 0.00, 0.00, 0.00, 0.00, 0.00, 0.00, -0.01, 0.00, 0.00, 0.00, 0.00, 0.00, 0.00, 0.00, 0.00, 0.00, -0.01, 0.00, 0.00, 0.00, 0.00, 0.00, 0.00, 0.00, 0.00, 0.00, 0.00, 0.00, 0.00, 0.00, 0.00, 0.00, 0.00, 0.00, 0.00]
}

***

The most stable of them is ii.

***

i.
{
  "formula": "CH2O4S",
  "method": "ωB97M-V/def2-TZVPD",
  "gap_ev": 9.8,
  "mol_weight_da": 110.09,
  "lumo_ev": -0.94,
  "homo_ha": -0.3933,
  "species": ["S", "O", "O", "O", "O", "C", "H", "H"],
  "positions_angstrom": [[-0.0551, 1.6050, 0.0424], [-0.7279, 0.4836, 1.0808], [1.3927, 1.6353, 0.1829], [-0.7014, -1.7921, -0.2874], [-0.3466, 0.4308, -1.3356], [-0.4302, -1.1381, 0.6567], [0.4269, -1.1732, 1.0793], [0.4415, -0.0514, -1.4190]],
  "mulliken_charge": [0.75, -0.38, -0.47, -0.27, -0.59, 0.18, 0.44, 0.33]
}

***

ii.
{
  "formula": "CH2O4S",
  "method": "ωB97M-V/def2-TZVPD",
  "gap_ev": 9.8,
  "mol_weight_da": 110.09,
  "lumo_ev": -1.45,
  "homo_ha": -0.4119,
  "species": ["S", "O", "O", "O", "O", "C", "H", "H"],
  "positions_angstrom": [[1.1623, -0.2256, 0.0701], [0.9932, -1.3696, -0.7715], [0.5999, -0.2397, 1.4180], [-0.2947, 0.7010, -0.7751], [2.1665, 0.6775, -0.1470], [-1.2586, 0.2615, -0.1011], [-1.1003, -0.0522, 0.9768], [-2.2684, 0.2471, -0.6702]],
  "mulliken_charge": [1.21, -0.51, -0.60, -0.26, -0.47, -0.02, 0.40, 0.26]
}

***

The most stable of them is ii.

***

i.
{
  "formula": "C5H12O2",
  "method": "ωB97M-V/def2-TZVPD",
  "gap_ev": [8.6, 5.5],
  "charge": 1,
  "mol_weight_da": 104.15,
  "spin_multiplicity": 2,
  "lumo_ev": [-5.92, -9.04],
  "homo_ha": [-0.5335, -0.5334],
  "species": ["O", "O", "C", "C", "C", "C", "C", "H", "H", "H", "H", "H", "H", "H", "H", "H", "H", "H", "H"],
  "positions_angstrom": [[-2.7587, 0.9883, 1.8111], [2.4858, -0.4576, 0.3524], [1.0288, 1.0185, -0.8962], [1.8322, 0.8295, 0.3799], [-0.8556, -0.6868, -0.2509], [-1.7301, -1.6473, -0.4836], [0.2306, -0.2908, -1.2761], [-0.4723, -0.6257, 0.7729], [3.3711, -0.2392, 0.0201], [2.4107, 1.7165, 0.5640], [1.5910, 1.3904, -1.7523], [-3.2909, 0.2840, 1.6037], [1.1786, 0.6725, 1.2076], [-0.3539, -0.1038, -2.2123], [0.8369, -1.2719, -1.4383], [-1.9834, -2.5610, 0.1117], [-2.2987, -1.5700, -1.4575], [0.2354, 1.7273, -0.6691], [-2.0757, 0.9969, 1.1040]],
  "mulliken_spin": [0.01, 0.00, 0.02, 0.00, 0.33, 0.37, 0.02, 0.07, 0.00, 0.00, 0.01, 0.00, 0.00, 0.03, 0.07, 0.04, 0.04, 0.00, 0.00]
}

***

ii.
{
  "formula": "C5H12O2",
  "method": "ωB97M-V/def2-TZVPD",
  "gap_ev": [8.0, 4.2],
  "charge": 1,
  "mol_weight_da": 104.15,
  "spin_multiplicity": 2,
  "lumo_ev": [-5.42, -9.26],
  "homo_ha": [-0.4941, -0.4941],
  "species": ["O", "O", "C", "C", "C", "C", "C", "H", "H", "H", "H", "H", "H", "H", "H", "H", "H", "H", "H"],
  "positions_angstrom": [[-0.8223, -4.1958, -2.4694], [2.1692, -0.4960, -5.8066], [0.4129, 0.1089, 1.9781], [-0.3460, 0.8027, 3.0552], [-2.0266, 2.3649, 2.2110], [1.2980, 0.5582, 1.0620], [-0.7923, 2.1312, 2.5615], [-2.4077, 3.3515, 1.9207], [-0.0893, 0.7578, 4.1469], [-1.7474, -4.2740, -2.4228], [-2.8812, 1.8296, 2.5240], [0.1183, -1.0505, 1.9358], [1.8513, 1.5406, 1.1351], [-0.5686, -3.4132, -2.0942], [1.5083, 0.1485, 0.0306], [0.1415, 2.8110, 2.3248], [1.7326, -0.1265, -6.6253], [-1.3497, 0.2515, 3.2778], [1.6401, -0.0871, -5.1514]],
  "mulliken_spin": [0.00, 0.00, 0.33, 0.00, 0.03, 0.43, 0.01, 0.00, 0.06, 0.00, 0.00, 0.02, 0.04, 0.00, 0.03, 0.00, 0.00, 0.04, 0.00]
}

***

The most stable of them is i.

***

i.
{
  "formula": "C6H4S",
  "method": "ωB97M-V/def2-TZVPD",
  "gap_ev": 10.2,
  "mol_weight_da": 108.16,
  "lumo_ev": 0.71,
  "homo_ha": -0.3470,
  "species": ["S", "C", "C", "C", "C", "C", "C", "H", "H", "H", "H"],
  "positions_angstrom": [[1.4169, -1.4298, -0.4805], [0.0985, -0.3944, 1.8254], [-0.0114, -0.3796, -0.6696], [-0.5752, -0.6381, 2.8020], [-0.1018, 0.6128, -1.6642], [-0.3231, 1.3238, -2.6110], [0.7629, -0.1550, 0.5836], [-0.4165, 1.8330, -3.5210], [-1.0024, -0.8928, -0.5973], [-1.1865, -0.6315, 3.6911], [1.3387, 0.7515, 0.6415]],
  "mulliken_charge": [-0.12, -0.73, -0.14, 0.21, -0.73, 0.14, -0.28, 0.47, 0.34, 0.42, 0.40]
}

***

ii.
{
  "formula": "C6H4S",
  "method": "ωB97M-V/def2-TZVPD",
  "gap_ev": [7.4, 7.4],
  "mol_weight_da": 108.16,
  "lumo_ev": [-0.72, -0.73],
  "homo_ha": [-0.3003, -0.2986],
  "species": ["S", "C", "C", "C", "C", "C", "C", "H", "H", "H", "H"],
  "positions_angstrom": [[0.4102, -1.5584, 1.6410], [-0.7379, -0.2903, 1.6101], [-0.6465, 0.2400, -0.7150], [-1.0327, 0.5361, 0.5426], [0.1635, -0.5733, -1.2861], [1.6691, -1.0637, 0.6350], [1.6042, -0.6482, -0.5807], [-1.3511, -0.0426, 2.5005], [-1.6451, 1.3795, 0.5956], [2.2575, -0.2508, -1.2489], [0.2461, -1.1756, -2.1296]],
  "mulliken_charge": [-0.02, -0.18, 0.14, -0.39, -0.63, -0.01, -0.46, 0.33, 0.39, 0.43, 0.40]
}

***

The most stable of them is i.

***

i.
{
  "formula": "C5H16N2O",
  "method": "ωB97M-V/def2-TZVPD",
  "gap_ev": 7.0,
  "mol_weight_da": 120.20,
  "lumo_ev": -0.76,
  "homo_ha": -0.2845,
  "species": ["O", "N", "N", "C", "C", "C", "C", "C", "H", "H", "H", "H", "H", "H", "H", "H", "H", "H", "H", "H", "H", "H", "H", "H"],
  "positions_angstrom": [[0.1790, 1.6928, 1.5047], [-1.3056, 0.8628, -0.4515], [-2.8884, -1.2246, 1.2219], [1.8930, 0.0706, -0.3926], [0.5876, -0.7811, -0.4226], [0.0336, -0.3234, -2.1873], [-0.7920, -0.3050, -1.0310], [2.6824, -0.2254, 0.8744], [0.0013, -1.0724, -2.9700], [-0.4445, 1.4587, 0.7239], [0.5510, 0.6075, -2.3672], [1.6048, 1.1196, -0.4183], [-0.2909, 2.4340, 1.9217], [0.2751, -0.7854, 0.6426], [2.9262, -1.2848, 0.9663], [0.8056, -1.8381, -0.6001], [-2.5125, -0.3609, 0.8129], [-1.7864, 1.4163, -1.1444], [3.5902, 0.3759, 0.9079], [-2.6969, -1.1631, 2.2068], [-1.4946, -1.1411, -0.9285], [2.0858, 0.0658, 1.7380], [-3.8960, -1.1776, 1.1412], [2.5251, -0.1583, -1.2505]],
  "mulliken_charge": [-0.67, -0.90, -0.67, -0.45, -0.85, -0.79, 0.36, -1.49, 0.29, 0.43, 0.34, 0.46, 0.28, 0.42, 0.35, 0.57, 0.27, 0.07, 0.39, 0.23, 0.32, 0.33, 0.21, 0.50]
}

***

ii.
{
  "formula": "C5H16N2O",
  "method": "ωB97M-V/def2-TZVPD",
  "gap_ev": 7.3,
  "mol_weight_da": 120.20,
  "lumo_ev": 0.75,
  "homo_ha": -0.2401,
  "species": ["O", "N", "N", "C", "C", "C", "C", "C", "H", "H", "H", "H", "H", "H", "H", "H", "H", "H", "H", "H", "H", "H", "H", "H"],
  "positions_angstrom": [[-0.5249, 1.5077, -0.5922], [-1.3576, -1.1865, -0.9594], [0.4904, -2.2849, 0.4762], [0.2641, 0.8951, 0.4844], [0.3930, -1.2707, 1.3212], [1.7315, 1.1317, 0.1748], [-1.1522, -0.9587, -2.4005], [-0.1458, 1.6130, 1.7529], [-0.6859, -1.9892, -0.5053], [-0.5601, -1.1528, 1.8281], [1.9626, 2.1999, 0.0144], [0.4143, 1.2547, 2.6207], [-0.9290, -0.3968, -0.3834], [-0.1912, 2.3987, -0.7912], [2.3744, 0.7843, 0.9873], [1.4408, -2.3764, 0.1244], [-2.3389, -1.2729, -0.7196], [-0.0806, -0.9652, -2.5918], [-1.5640, 0.0066, -2.6894], [1.2435, -0.9459, 1.9172], [2.0296, 0.5875, -0.7276], [-1.2099, 1.4703, 1.9577], [-1.6250, -1.7523, -2.9788], [0.0209, 2.7026, 1.6798]],
  "mulliken_charge": [-0.59, -0.21, -0.76, 0.79, -0.69, -1.61, -0.83, -1.58, 0.60, 0.38, 0.46, 0.33, 0.17, 0.32, 0.32, 0.18, 0.31, 0.28, 0.30, 0.46, 0.27, 0.32, 0.37, 0.39]
}

***

The most stable of them is ii.